# 1
{
  "formula": "C22H39N5O3",
  "method": "ωB97M-V with the def2-TZVPD basis set",
  "homo_lumo_gap_ha": [0.3214, 0.0936],
  "multiplicity": 2,
  "charge": 1,
  "homo_energy_ha": [-0.418, -0.417],
  "symbols": ["C", "C", "N", "H", "H", "H", "C", "C", "N", "H", "H", "H", "C", "C", "N", "H", "H", "H", "C", "C", "N", "H", "H", "H", "C", "C", "N", "H", "H", "H", "C", "C", "C", "O", "C", "H", "H", "H", "H", "H", "H", "H", "H", "C", "C", "C", "O", "C", "H", "H", "H", "H", "H", "H", "H", "H", "C", "C", "C", "O", "C", "H", "H", "H", "H", "H", "H", "H", "H"],
  "positions_angstrom": [[-7.500630, -11.493510, -1.487210], [-8.049900, -10.949370, -0.272960], [-8.454600, -10.488760, 0.700640], [-8.408100, -11.965510, -1.863800], [-6.838630, -12.315230, -1.214010], [-7.104100, -10.754080, -2.182990], [-12.756940, -10.635330, -8.804580], [-13.622970, -11.769790, -8.496240], [-14.313140, -12.676010, -8.272010], [-12.796340, -9.854240, -8.045340], [-12.984140, -10.201740, -9.778480], [-11.732780, -11.005980, -8.847100], [-8.642490, -16.399370, -4.420370], [-8.141550, -15.302040, -3.602250], [-7.705730, -14.428660, -2.997380], [-8.257300, -17.382750, -4.150760], [-8.374300, -16.177310, -5.453260], [-9.723150, -16.442860, -4.284730], [-6.216710, -11.500980, -7.627340], [-6.850060, -12.381940, -8.582190], [-7.438530, -13.094720, -9.317640], [-6.704820, -10.527660, -7.577530], [-5.142770, -11.368300, -7.758260], [-6.402400, -11.976320, -6.664180], [-17.429350, -10.618340, -5.542480], [-16.063090, -10.155480, -5.622010], [-15.008660, -9.715060, -5.658090], [-17.397470, -11.409310, -4.793180], [-17.708740, -10.914180, -6.553680], [-18.148600, -9.845700, -5.270800], [-8.583720, -8.567830, -10.904680], [-8.333890, -9.916350, -11.579190], [-6.890530, -10.129810, -11.104450], [-6.734180, -9.555430, -9.835540], [-7.911400, -8.811600, -9.525020], [-9.650740, -8.410990, -10.746640], [-8.090330, -7.739420, -11.413010], [-8.300470, -9.838070, -12.665860], [-9.036900, -10.692970, -11.277970], [-6.264590, -9.592580, -11.816970], [-6.750380, -11.210090, -11.066320], [-7.733850, -7.915630, -8.930200], [-8.517280, -9.410720, -8.845270], [-11.228970, -12.329740, -4.702180], [-9.731220, -12.379610, -5.147290], [-9.915420, -11.718140, -6.512950], [-10.849400, -10.616430, -6.291140], [-11.718960, -10.952140, -5.174010], [-11.333440, -12.348230, -3.617360], [-11.931810, -13.056550, -5.109450], [-9.317940, -13.379590, -5.279010], [-8.990150, -11.825470, -4.571250], [-10.356700, -12.327550, -7.301610], [-9.001710, -11.347790, -6.977800], [-12.784740, -10.855460, -5.381040], [-11.568440, -10.400360, -4.246120], [-13.524210, -11.415110, -1.026380], [-12.156240, -10.774010, -0.854930], [-12.004180, -10.566920, 0.638190], [-13.355100, -10.233900, 0.909770], [-14.372200, -10.877690, 0.119320], [-13.472700, -12.500810, -0.944540], [-14.016180, -11.234040, -1.982040], [-12.213370, -9.778550, -1.295250], [-11.295370, -11.331620, -1.223800], [-11.378010, -9.766030, 1.031350], [-11.664230, -11.487970, 1.111680], [-14.900870, -10.017460, -0.291290], [-14.867920, -11.630710, 0.731970]],
  "atomic_forces_ev_per_a": [[-0.97, -0.84, 0.21], [0.41, 1.29, 1.18], [-0.12, -0.26, -0.34], [0.27, -0.28, -0.90], [0.28, 0.24, -0.40], [0.10, -0.14, 0.27], [0.38, -0.08, -0.06], [-1.13, -0.96, 0.24], [1.06, 1.24, -0.15], [-0.28, -0.07, 0.00], [-0.15, -0.08, 0.08], [0.08, 0.07, -0.14], [-0.32, 0.09, 0.00], [0.46, -0.29, 0.20], [-0.21, 0.09, -0.10], [0.26, 0.26, 0.16], [-0.19, -0.19, -0.06], [-0.04, -0.01, -0.28], [-0.13, 0.00, 0.98], [-1.95, -2.07, -2.84], [1.76, 2.21, 2.41], [0.13, -0.02, -0.40], [-0.18, -0.08, -0.21], [0.36, -0.03, 0.29], [0.01, -0.11, -0.26], [-0.35, 0.86, 0.13], [0.93, -0.17, -0.07], [-0.62, -0.25, -0.33], [-0.12, -0.63, 0.22], [0.38, 0.14, 0.29], [-0.70, -0.68, 1.41], [0.85, 1.03, -0.15], [-0.83, -0.91, -1.10], [-0.05, 0.58, 0.99], [-0.17, 0.13, -0.63], [0.01, 0.51, -0.25], [-0.20, -0.04, -0.03], [-0.36, -0.11, 0.01], [0.09, 0.04, 0.13], [0.46, -0.41, 0.02], [0.82, 0.13, -0.03], [0.65, 0.21, -0.39], [-0.61, -0.46, -0.09], [0.26, 0.28, 0.88], [-1.39, -0.34, -1.35], [0.93, 0.75, 0.76], [-0.85, -0.52, 0.81], [1.51, -1.78, -0.13], [0.01, -0.26, 0.01], [0.57, -0.52, -0.26], [-0.28, -0.04, 0.07], [-0.48, 0.17, 0.36], [-0.60, -0.35, -0.02], [-0.14, 0.59, -0.04], [-0.16, 0.58, -0.77], [0.47, 1.48, -0.24], [-0.31, -1.69, -0.37], [0.88, 0.63, -0.41], [-1.48, -0.55, -0.51], [-0.68, 0.79, 2.48], [2.70, 1.21, -0.26], [0.24, -0.18, 0.00], [0.23, 0.21, -0.18], [0.35, 0.08, -0.28], [-0.10, -0.12, -0.51], [-0.04, 0.08, -0.51], [-0.17, -0.27, 0.27], [-1.07, -0.47, 0.54], [-0.47, 0.26, -0.36]],
  "lowdin_charge": [-0.0901, -0.2946, 0.1494, 0.0421, 0.0808, 0.0875, -0.0706, -0.2794, 0.1373, 0.0736, 0.0949, 0.0608, -0.0579, -0.2710, 0.1550, 0.0933, 0.0863, 0.0853, -0.0723, -0.2783, 0.1448, 0.0674, 0.1026, 0.0779, -0.0500, -0.2749, 0.1332, 0.0917, 0.0931, 0.0954, -0.1477, -0.1596, -0.2243, -0.1608, -0.1974, 0.1054, 0.1218, 0.1161, 0.1067, 0.1263, 0.0985, 0.1193, 0.0868, -0.1056, -0.0905, -0.0860, 0.1084, -0.0649, 0.1111, 0.1365, 0.1088, 0.1227, 0.1668, 0.1184, 0.1183, 0.1724, -0.1885, -0.1932, -0.2025, -0.1676, -0.1567, 0.1062, 0.0954, 0.1133, 0.0878, 0.1202, 0.1163, 0.1230, 0.1254]
}

# 2
{
  "formula": "C22H39OSi2Yb",
  "method": "ωB97M-V with the def2-TZVPD basis set",
  "homo_lumo_gap_ha": [0.0829, 0.0829],
  "multiplicity": 2,
  "charge": -2,
  "homo_energy_ha": [0.090, 0.090],
  "symbols": ["Yb", "C", "C", "C", "H", "C", "C", "H", "H", "H", "H", "C", "C", "C", "H", "C", "C", "H", "H", "H", "H", "O", "C", "C", "C", "C", "C", "H", "H", "H", "H", "H", "H", "H", "H", "H", "H", "C", "Si", "C", "C", "C", "Si", "C", "C", "C", "H", "H", "H", "H", "H", "H", "H", "H", "H", "H", "H", "H", "H", "H", "H", "H", "H", "H", "H"],
  "positions_angstrom": [[-0.055639, -0.335679, 0.274079], [2.329280, 0.255447, 1.462892], [2.662279, -0.563101, 0.394333], [2.451613, 0.131247, -0.845686], [3.104864, -1.609140, 0.460077], [1.923781, 1.376131, -0.466876], [1.827302, 1.499481, 0.928894], [1.478611, 2.338888, 1.498224], [2.438235, 0.031533, 2.523791], [2.716845, -0.212703, -1.815949], [1.655296, 2.213588, -1.211211], [-2.538273, 0.313248, 1.019538], [-1.767517, 1.454694, 1.379599], [-1.313362, 2.083874, 0.199507], [-1.603365, 1.823235, 2.405228], [-1.819853, 1.332206, -0.886854], [-2.550757, 0.225178, -0.401617], [-3.081176, -0.517228, -0.994635], [-3.053915, -0.363686, 1.712280], [-0.728634, 2.989245, 0.132046], [-1.730923, 1.633894, -1.967762], [-0.005365, -1.378783, -1.293903], [-0.264984, -0.575109, -4.000536], [0.459019, -1.890911, -3.860862], [0.528626, 0.728963, -3.733336], [-1.795947, -0.583850, -3.878760], [0.546042, -2.256282, -2.354873], [1.483648, -1.811230, -4.276960], [-0.092555, -2.678017, -4.412085], [0.046252, -3.203624, -2.133389], [1.573300, -2.348908, -2.003330], [0.491114, 1.077550, -4.744331], [1.542825, 0.550415, -3.411883], [0.057424, 1.480548, -3.073888], [-1.989244, -0.626134, -4.923387], [-2.211254, 0.331273, -3.470649], [-2.231474, -1.448811, -3.367318], [-3.128630, -3.181708, 2.094347], [-1.263887, -3.475159, 1.969215], [-0.876665, -4.942193, 3.101131], [-0.929711, -4.002132, 0.195185], [-0.197257, -2.012265, 2.392380], [-0.230792, -1.318655, 4.117294], [1.031747, -2.294296, 5.151859], [0.200644, 0.511638, 4.308902], [-1.920086, -1.502892, 4.950919], [-3.643142, -4.145330, 1.956251], [-3.484332, -2.503489, 1.306392], [-3.444355, -2.775362, 3.062375], [-1.466215, -5.821909, 2.793240], [0.189468, -5.217114, 3.046659], [-1.112050, -4.742118, 4.159532], [-1.475782, -3.388085, -0.544699], [0.143488, -3.950949, -0.050656], [-1.250281, -5.049349, 0.058847], [0.869924, -2.249752, 2.126795], [2.052584, -2.105950, 4.800967], [0.979806, -1.992897, 6.206558], [0.851506, -3.373872, 5.098922], [-0.598911, 1.165501, 3.952377], [0.338978, 0.724971, 5.380351], [1.125328, 0.804231, 3.805207], [-2.688358, -0.877267, 4.465960], [-2.294781, -2.539319, 4.972765], [-1.843960, -1.164321, 6.001319]],
  "atomic_forces_ev_per_a": [[0.20, 1.70, 2.08], [-0.64, 1.30, 0.63], [1.26, -1.95, -1.29], [0.08, 0.13, 2.34], [-0.72, 1.49, 0.01], [-0.52, 2.14, -2.14], [0.75, -1.55, 0.43], [-0.12, 0.20, 0.06], [-0.07, -0.13, -0.43], [-0.21, -0.22, -0.48], [0.33, -1.53, 1.27], [-0.12, 0.02, 0.03], [-0.19, 0.10, 0.70], [-0.67, -0.51, -0.05], [-0.05, -0.33, -0.75], [0.16, 0.60, -1.50], [-0.33, 0.38, 0.64], [0.30, 0.18, 0.09], [0.42, 0.35, -0.34], [0.04, -0.07, -0.01], [0.12, -0.61, 1.45], [0.31, -2.46, -3.75], [0.65, -0.29, 0.04], [-1.04, 1.88, 1.11], [-1.49, -1.18, -0.69], [1.75, -0.10, -0.41], [-0.29, -0.20, 2.20], [-0.22, -0.18, 0.15], [0.25, 0.01, 0.24], [0.13, -0.29, -0.33], [0.53, -0.33, -0.32], [0.84, 1.58, -0.43], [0.43, 0.01, 0.08], [0.06, -0.21, 0.08], [-1.77, -0.16, -0.89], [-0.13, 0.24, 0.14], [-0.07, -0.14, 0.27], [-0.26, -0.12, 0.01], [0.92, 1.27, 0.07], [-0.15, -0.63, 0.12], [-0.16, -0.53, -0.16], [-0.02, 0.35, -0.31], [0.16, -0.75, -1.51], [-0.07, 0.22, 0.47], [0.11, 0.14, 0.55], [-0.29, 0.07, 0.47], [0.03, 0.15, 0.01], [0.15, -0.14, 0.15], [0.06, -0.05, -0.17], [0.14, 0.05, 0.13], [-0.27, 0.14, -0.03], [0.05, 0.05, -0.29], [0.32, -0.14, 0.38], [-0.38, 0.06, 0.09], [0.06, 0.15, -0.06], [-0.64, -0.04, 0.26], [-0.10, 0.00, -0.04], [0.12, -0.06, 0.03], [-0.04, 0.15, -0.08], [0.09, -0.16, 0.01], [-0.03, 0.02, -0.07], [-0.18, -0.07, 0.01], [0.27, -0.19, 0.06], [0.19, 0.29, -0.06], [-0.04, -0.07, -0.28]],
  "lowdin_charge": [1.4533, -0.2527, -0.2391, -0.1913, 0.1088, -0.2452, -0.2301, 0.0760, 0.0696, 0.0718, 0.1164, -0.2287, -0.2325, -0.2221, 0.0720, -0.2190, -0.2178, 0.0895, 0.0731, 0.0840, 0.0843, -0.4319, -0.4395, -0.2543, -0.1471, -0.1600, -0.2573, 0.0690, 0.0719, 0.0600, 0.0727, 0.0132, 0.0263, 0.0272, 0.0101, 0.0256, 0.0432, -0.1941, 0.3375, -0.2177, -0.2142, -0.4456, 0.3562, -0.2027, -0.1922, -0.2065, 0.0197, 0.0141, 0.0008, 0.0094, 0.0234, 0.0094, 0.0269, 0.0273, 0.0200, -0.0216, 0.0181, 0.0077, 0.0074, -0.0041, 0.0189, -0.0015, 0.0249, 0.0106, 0.0186]
}